[1]
C33H48AsCl3F6N7PS2Ti as an isolated structure in a non-equilibrium geometry. Source: the Open Molecules 2025 dataset; level of theory: wB97M-V/def2-TZVPD.

Properties
Multiplicity: 2
Total charge: +1
HOMO-LUMO gap (alpha / beta), eV: 6.078 / 6.071
Highest occupied orbital energy (alpha / beta), eV: -9.76 / -9.76
LUMO level (alpha / beta), eV: -3.68 / -3.69

Last column: Löwdin charge in e.
Element x y z (Å)
Ti1 -0.8253 0.2290 -0.8474  1.02
C1 -3.7881 -3.0282 0.1726  -0.07
C2 -2.7083 -3.6092 -0.6460  -0.61
N1 -1.5287 -3.1173 -0.8136  0.06
C3 -0.7146 -3.9734 -1.5015  -0.33
C4 -1.3250 -5.1366 -1.9068  -0.33
S1 -2.9510 -5.1711 -1.4035  1.12
C5 0.7103 -3.7575 -1.6680  -0.23
C6 1.4975 -4.4057 -2.5737  -0.28
S2 3.1635 -4.0532 -2.3423  1.19
C7 2.7688 -3.0129 -1.0414  -0.57
N2 1.4563 -2.9693 -0.8205  0.03
C8 3.7911 -2.2526 -0.2963  -0.08
H1 -3.6417 -1.9585 0.2757  0.05
H2 -3.7587 -3.4756 1.1674  0.10
H3 -4.7655 -3.2430 -0.2525  0.08
H4 -0.9025 -5.9664 -2.4350  0.08
H5 1.1891 -5.0638 -3.3598  0.09
H6 4.3962 -1.6636 -0.9842  0.10
H7 4.4677 -2.9341 0.2178  0.09
H8 3.3313 -1.5953 0.4371  0.06
F1 -0.8602 1.7766 0.8926  -0.23
As1 -0.2174 2.9972 -0.2170  0.88
F2 0.4207 3.8711 1.1057  -0.20
F3 1.0614 1.7468 -0.5289  -0.31
F4 0.5792 4.0155 -1.3801  -0.20
F5 -1.0373 2.0630 -1.6144  -0.30
F6 -1.6638 3.9371 -0.1896  -0.19
C9 -1.9296 -0.8732 4.0115  -0.05
C10 -2.6811 -0.1781 2.9210  -0.25
C11 -3.6938 0.7022 3.2865  0.00
C12 -4.4245 1.3679 2.3195  -0.25
C13 -5.5206 2.3096 2.7042  -0.03
C14 -4.1345 1.1739 0.9742  0.01
C15 -3.1064 0.3095 0.5647  -0.32
C16 -2.4143 -0.3932 1.5794  -0.05
N3 -2.7036 0.1017 -0.7545  -0.07
C17 -3.6598 0.3871 -1.8384  -0.56
C18 -5.0132 -0.3127 -1.5916  -0.03
C19 -3.1193 -0.2158 -3.1444  -0.05
C20 -3.8648 1.9124 -2.0603  -0.02
H9 -2.6196 -1.2952 4.7401  0.09
H10 -1.3010 -0.1506 4.5322  0.09
H11 -1.3043 -1.6660 3.6212  -0.01
H12 -3.9010 0.8674 4.3341  0.12
H13 -5.7274 2.2416 3.7679  0.08
H14 -6.4316 2.0895 2.1509  0.09
H15 -5.2279 3.3351 2.4814  0.09
H16 -4.7194 1.7288 0.2594  0.11
H17 -1.6638 -1.1239 1.2772  0.06
H18 -4.9025 -1.3887 -1.7014  0.07
H19 -5.7314 0.0334 -2.3312  0.09
H20 -5.4058 -0.1100 -0.6008  0.08
H21 -2.9557 -1.2853 -3.0122  0.08
H22 -2.1748 0.2583 -3.4295  0.05
H23 -3.8423 -0.0544 -3.9423  0.10
H24 -4.9176 2.1411 -2.2074  0.09
H25 -3.3275 2.2541 -2.9440  0.08
H26 -3.5143 2.5112 -1.2209  0.06
Cl1 1.3542 -1.4744 2.8043  0.69
C21 1.0511 -2.7771 1.6420  -1.43
Cl2 -0.4888 -3.5979 2.0175  0.70
Cl3 2.3323 -4.0061 1.7948  0.68
C22 0.8661 -2.1309 0.2628  -0.52
N4 0.2559 -1.0962 0.0803  0.06
C23 4.7671 3.0474 3.9029  -0.19
N5 4.7646 1.6017 3.7465  -0.17
C24 5.6253 1.2445 2.6335  -0.19
N6 5.2334 1.8862 1.3872  -0.16
C25 5.2143 3.3285 1.5870  -0.19
N7 4.3576 3.7253 2.6883  -0.16
C26 2.9680 3.5180 2.3860  -0.35
P1 2.4952 1.7116 2.0697  1.00
C27 3.4371 1.0648 3.5858  -0.37
C28 3.9579 1.4158 0.8993  -0.34
H27 5.7862 3.3607 4.1488  0.13
H28 4.0936 3.3267 4.7187  0.13
H29 5.6148 0.1576 2.4997  0.12
H30 6.6455 1.5592 2.8729  0.13
H31 4.8624 3.8032 0.6660  0.13
H32 6.2332 3.6646 1.7967  0.13
H33 2.7210 4.1002 1.4904  0.08
H34 2.3552 3.8898 3.2139  0.09
H35 3.5287 -0.0237 3.5052  0.04
H36 2.8504 1.2858 4.4825  0.09
H37 3.7439 1.9240 -0.0483  0.08
H38 4.0445 0.3437 0.6968  0.05
C29 2.2756 -0.1794 -2.7641  -0.04
C30 0.9165 -0.1425 -3.4992  -0.63
C31 1.0450 -1.0738 -4.7175  -0.05
C32 0.6805 1.2960 -4.0031  -0.04
C33 -0.1853 -0.5824 -2.5769  -0.05
H39 3.0284 0.3108 -3.3777  0.10
H40 2.5765 -1.2126 -2.6128  0.04
H41 2.2420 0.3159 -1.7977  0.06
H42 1.8880 -0.7727 -5.3363  0.09
H43 0.1494 -1.0316 -5.3309  0.09
H44 1.2009 -2.1049 -4.3984  0.06
H45 1.4306 1.5406 -4.7522  0.09
H46 0.7605 2.0262 -3.1941  0.06
H47 -0.2989 1.3830 -4.4717  0.09
H48 -0.5919 -1.5527 -2.8912  0.06



[2]
C33H48Cl2EuN3P2S as an isolated structure in a non-equilibrium geometry. Source: the Open Molecules 2025 dataset; level of theory: wB97M-V/def2-TZVPD.

Properties
Multiplicity: 7
HOMO-LUMO gap (alpha / beta), eV: 4.801 / 5.594
Highest occupied orbital energy (alpha / beta), eV: -4.64 / -6.87
LUMO level (alpha / beta), eV: 0.17 / -1.28

Last column: Löwdin charge in e.
Element x y z (Å)
Eu1 -1.2768 -0.5105 -0.1273  1.28
Cl1 -1.8746 1.9996 -0.6044  0.72
C1 -3.1073 2.6248 -1.6101  -0.64
C2 -3.3495 3.9790 -1.8018  -0.08
C3 -4.3886 4.3558 -2.6503  -0.08
C4 -5.1596 3.3727 -3.2860  -0.10
C5 -4.9011 2.0069 -3.0811  -0.66
Cl2 -5.9156 0.8804 -3.9167  0.68
C6 -3.8586 1.6436 -2.2297  -0.63
S1 -3.3292 0.0702 -1.8041  0.70
H1 -2.7395 4.7201 -1.2991  0.11
H2 -4.6012 5.4067 -2.8192  0.11
H3 -5.9680 3.6737 -3.9461  0.10
C7 -0.6914 0.6679 4.3267  -0.08
C8 -0.4937 0.4192 2.9858  -0.16
N1 -1.4558 -0.0415 2.1595  -0.10
C9 -2.6971 -0.2823 2.6492  -0.20
C10 -2.9778 -0.0508 4.0180  -0.18
C11 -1.9544 0.4282 4.8482  -0.05
C12 -4.2526 -0.2940 4.5387  -0.02
C13 -5.2608 -0.7680 3.7114  -0.03
C14 -5.0014 -1.0022 2.3574  -0.18
C15 -6.0154 -1.4812 1.5157  -0.01
C16 -5.7530 -1.7119 0.1731  -0.06
C17 -4.4789 -1.4545 -0.2845  -0.29
N2 -3.4807 -0.9936 0.4978  -0.17
C18 -3.7163 -0.7615 1.8128  -0.19
H4 0.1150 1.0381 4.9487  0.10
H5 0.4720 0.5868 2.5178  0.05
H6 -2.1354 0.6167 5.9035  0.11
H7 -4.4684 -0.1163 5.5900  0.11
H8 -6.2477 -0.9529 4.1299  0.11
H9 -7.0132 -1.6767 1.9008  0.11
H10 -6.5205 -2.0818 -0.4965  0.10
H11 -4.2104 -1.6148 -1.3247  0.00
C19 -0.3400 -4.8135 1.0697  -0.28
P1 -0.5436 -3.0955 0.4602  0.77
C20 1.1560 -2.4593 0.7268  -0.38
C21 -0.4932 -3.3911 -1.3493  -0.33
H12 0.5198 -5.3089 0.6090  0.05
H13 -1.2332 -5.4047 0.8466  0.04
H14 -0.1947 -4.8179 2.1540  0.04
H15 1.9105 -3.1205 0.2902  0.03
H16 1.3637 -2.3655 1.7968  0.06
H17 1.2673 -1.4698 0.2736  -0.07
H18 0.3774 -3.9867 -1.6397  0.05
H19 -0.4506 -2.4405 -1.8891  -0.08
H20 -1.3927 -3.9229 -1.6732  0.05
C22 1.5005 3.0521 -1.0644  -0.11
C23 2.5664 2.0554 -1.5903  -0.60
C24 3.9229 2.7792 -1.5822  -0.09
C25 2.1771 1.8406 -3.0690  -0.10
P2 2.5772 0.4682 -0.6309  0.91
N3 0.9837 0.0636 -0.4227  -0.43
C26 3.3306 -0.9432 -1.5690  -0.58
C27 2.4211 -1.4302 -2.7275  -0.08
C28 3.5138 -2.1977 -0.6876  -0.10
C29 4.7065 -0.6086 -2.1681  -0.09
C30 3.2703 0.6571 1.0790  -0.58
C31 4.8072 0.6823 1.1119  -0.09
C32 2.7818 1.9502 1.7670  -0.09
C33 2.7998 -0.4734 2.0313  -0.11
H21 1.4493 3.9490 -1.6942  0.09
H22 1.7087 3.4046 -0.0564  0.06
H23 0.5024 2.6029 -1.0574  -0.01
H24 3.9134 3.6520 -2.2459  0.09
H25 4.7331 2.1266 -1.9120  0.06
H26 4.1824 3.1451 -0.5873  0.06
H27 2.0275 2.7937 -3.5911  0.09
H28 1.2435 1.2750 -3.1506  0.08
H29 2.9574 1.3160 -3.6222  0.06
H30 1.4241 -1.7008 -2.3660  0.04
H31 2.8415 -2.3172 -3.2174  0.09
H32 2.2952 -0.6858 -3.5109  0.06
H33 2.5802 -2.4601 -0.1801  -0.04
H34 4.2952 -2.0577 0.0605  0.08
H35 3.8182 -3.0687 -1.2809  0.10
H36 4.6348 0.1433 -2.9559  0.06
H37 5.1712 -1.4935 -2.6190  0.09
H38 5.3957 -0.2263 -1.4132  0.06
H39 5.2152 1.4368 0.4370  0.06
H40 5.2359 -0.2793 0.8244  0.06
H41 5.1811 0.9052 2.1182  0.09
H42 3.2156 2.8414 1.3113  0.06
H43 3.0726 1.9812 2.8242  0.09
H44 1.6906 2.0273 1.7274  0.06
H45 3.1761 -1.4536 1.7463  0.06
H46 1.7077 -0.5369 2.0672  0.02
H47 3.1495 -0.3011 3.0567  0.10
H48 -1.4157 -1.0140 -2.1692  -0.03



[3]
C33H48CuFNO3S as an isolated structure in a non-equilibrium geometry. Source: the Open Molecules 2025 dataset; level of theory: wB97M-V/def2-TZVPD.

Properties
Total charge: +1
HOMO-LUMO gap, eV: 4.033
Highest occupied orbital energy, eV: -10.00
LUMO level, eV: -5.96

Last column: Löwdin charge in e.
Element x y z (Å)
C1 5.1058 1.9690 2.1296  -0.12
C2 3.8090 1.0504 2.3810  -0.26
C3 2.7784 1.6305 3.4820  -0.18
C4 1.2397 1.4823 3.0913  -0.11
C5 0.3043 2.7495 2.9743  -0.06
C6 0.9525 4.1913 3.2473  -0.16
C7 2.0122 4.6412 2.1209  -0.19
C8 1.4148 4.7075 0.6296  -0.15
C9 2.4148 4.0851 -0.4847  -0.22
O1 2.2988 2.6396 -0.5953  -0.25
C10 3.2005 2.1405 -1.6229  -0.13
C11 -1.2153 2.5611 2.5969  -0.09
C12 -2.0986 3.9100 2.5500  -0.07
C13 -1.8117 1.1370 2.2870  -0.06
C14 -3.3488 0.9167 1.9136  -0.12
C15 -3.9127 1.8844 0.7613  -0.19
O2 -2.9314 2.2358 -0.2628  -0.09
C16 -3.6461 2.9202 -1.2970  -0.38
C17 -3.4987 2.5434 -2.8663  0.00
O3 -4.4101 3.8970 -1.0501  0.06
C18 -0.8797 -0.1302 2.3691  -0.16
C19 0.6274 0.0943 2.7823  -0.32
S1 1.6432 -1.4786 2.8402  0.90
C20 0.9527 -2.4003 1.3667  -0.38
C21 1.9009 -3.1963 0.4416  -0.05
C22 1.2575 -3.9043 -0.7998  0.00
C23 -0.2903 -3.8216 -1.0856  -0.07
C24 -0.8806 -4.5922 -2.3634  -0.30
C25 -1.8505 -3.6666 -3.2867  -0.08
C26 0.2341 -5.2044 -3.3419  -0.22
C27 0.9348 -6.5537 -2.8193  -0.24
C28 2.4724 -6.5127 -3.3615  -0.14
C29 -1.1912 -3.0091 -0.0756  -0.01
C30 -2.7932 -2.9006 -0.2585  -0.22
F1 -3.5108 -3.1112 0.9863  -0.05
C31 -3.2525 -1.5856 -1.0497  -0.13
C32 -2.0677 -0.5221 -1.2819  -0.10
C33 -0.5925 -2.2539 1.1671  -0.15
N1 -1.4190 -1.4765 2.1025  0.00
H1 6.0799 1.4143 2.4168  0.08
H2 5.1817 2.1307 0.9916  0.06
H3 5.0788 2.9397 2.7285  0.07
H4 3.2755 0.7619 1.3967  0.10
H5 4.2030 0.0464 2.8025  0.09
H6 3.1088 2.6893 3.7438  0.09
H7 2.9309 1.0048 4.4436  0.13
H8 1.5604 4.0843 4.2272  0.12
H9 0.1922 5.0189 3.4337  0.10
H10 2.9407 3.9502 2.0724  0.09
H11 2.4375 5.6716 2.4336  0.12
H12 0.4209 4.1285 0.6195  0.11
H13 1.2738 5.8238 0.3626  0.12
H14 2.1164 4.5651 -1.4921  0.13
H15 3.4986 4.3619 -0.2421  0.13
H16 4.2089 2.7103 -1.6130  0.10
H17 2.7298 2.2523 -2.6592  0.08
H18 3.4509 1.0381 -1.4683  0.09
H19 -1.9982 4.4847 1.5700  0.09
H20 -1.8443 4.6348 3.4071  0.08
H21 -3.1858 3.5810 2.7443  0.07
H22 -3.6037 -0.1758 1.6384  0.10
H23 -3.9716 1.1403 2.8618  0.14
H24 -4.7886 1.3154 0.2588  0.14
H25 -4.4115 2.8073 1.2465  0.12
H26 -3.9309 1.4725 -2.9634  0.09
H27 -4.1101 3.2260 -3.5397  0.10
H28 -2.3828 2.4998 -3.1622  0.08
H29 3.0230 -3.2454 0.6851  0.11
H30 1.9872 -4.4773 -1.4677  0.07
H31 -1.5093 -5.4880 -1.9856  0.15
H32 -1.7485 -2.5485 -3.0819  0.04
H33 -1.7140 -3.8781 -4.4151  0.09
H34 -2.9354 -4.0032 -3.0609  0.09
H35 1.0756 -4.4176 -3.4715  0.11
H36 -0.1539 -5.3972 -4.4145  0.12
H37 0.9063 -6.6706 -1.6691  0.12
H38 0.4563 -7.4459 -3.3488  0.11
H39 3.0371 -7.4814 -3.1428  0.08
H40 2.4989 -6.3820 -4.5112  0.09
H41 3.0644 -5.6266 -2.9377  0.06
H42 -3.0874 -3.8021 -0.9213  0.13
H43 -3.6863 -1.8948 -2.0772  0.11
H44 -4.1457 -1.1365 -0.4772  0.13
H45 -1.1402 -0.9661 -1.8283  0.03
H46 -2.4730 0.3213 -1.9444  0.04
H47 -1.6803 -0.1333 -0.2694  0.10
H48 -1.6577 -1.9957 2.9586  0.15
Cu1 -0.5302 0.0243 -3.1960  0.75



- What is the formula in the third record?
  C33H48CuFNO3S